Density functional theory data (ωB97M-V/def2-TZVPD) for BH4Rb as an isolated structure.

For the gap between HOMO and LUMO, the calculation gives 0.3075 hartree. The net charge is 0. Its HOMO energy is -8.85 eV. The calculation puts the energy above the lowest of the compared OMol25 structures with the same formula, charge and spin at 2.671 eV.

Each line ends with the Löwdin charge.
Atoms and positions in Å:
Rb1 -8.297 -30.943 28.115  1.19
B1 -8.123 -31.955 26.090  -0.71
H1 -7.892 -32.440 27.026  -0.20
H2 -7.901 -32.667 25.311  -0.06
H3 -9.134 -31.615 25.929  -0.09
H4 -7.458 -31.106 26.048  -0.12

Density functional theory data (ωB97M-V/def2-TZVPD) for BaH24O16S as an isolated structure.

For the gap between HOMO and LUMO, the calculation gives 0.3361 hartree. The net charge is 0. Its HOMO energy is -9.46 eV.

Each line ends with the Löwdin charge.
Atoms and positions in Å:
Ba1 0.977 0.722 -0.124  2.09
S1 -1.701 -1.184 0.589  0.34
O1 -2.569 -1.924 -0.293  -0.32
O2 -2.173 -1.191 1.944  -0.31
O3 -0.242 -1.737 0.426  -0.55
O4 -1.503 0.245 0.033  -0.64
O5 3.625 2.158 -0.192  -0.13
H1 3.727 2.432 -1.116  0.05
H2 4.123 1.322 -0.133  0.05
O6 0.298 2.398 1.974  -0.24
H3 -0.230 3.198 1.883  0.01
H4 -0.249 2.000 2.763  0.06
O7 -1.119 0.689 3.901  -0.08
H5 -1.295 -0.105 3.312  0.04
H6 -1.913 1.129 4.223  0.05
O8 2.825 -1.444 -0.513  -0.16
H7 2.055 -1.908 -0.889  -0.02
H8 3.392 -2.180 -0.225  0.07
O9 2.131 -0.497 2.065  -0.19
H9 1.959 -1.448 1.931  -0.03
H10 1.883 -0.339 2.963  0.04
O10 1.794 -3.112 1.891  -0.07
H11 1.073 -2.945 1.246  0.03
H12 1.639 -3.660 2.693  0.09
O11 0.140 3.235 -1.506  -0.15
H13 -0.594 3.068 -2.153  0.05
H14 0.026 4.111 -1.106  0.06
O12 0.343 0.130 -2.873  -0.14
H15 -0.158 -0.706 -2.838  0.01
H16 0.386 0.413 -3.778  0.05
O13 0.818 -3.338 -1.489  -0.10
H17 0.266 -3.286 -2.274  0.00
H18 0.314 -2.897 -0.731  0.01
O14 -1.299 -2.406 -2.851  -0.08
H19 -1.744 -2.056 -2.035  0.03
H20 -1.913 -2.455 -3.601  0.08
O15 -2.706 2.015 -1.874  -0.05
H21 -3.631 1.861 -2.072  0.05
H22 -2.402 1.212 -1.445  -0.01
O16 -1.935 3.153 0.969  -0.11
H23 -2.401 3.149 0.101  0.04
H24 -2.017 2.176 1.206  0.05